Formula: C19H32N2O5
Source: OMol25
Level of theory: ωB97M-V/def2-TZVPD

Its LUMO energy is 0.7 eV. Its molar mass is 368.47 g mol⁻¹. The relative energy (zero: lowest compared OMol25 entry of this formula, charge and spin) is 364.7 kJ/mol. The value obtained for the energy is -1228.87555 a.u. The SMILES is CCO[C@H]1CC[C@@H]1C(=O)N[C@@H]1C[C@H](C(=O)NC2(CCOC)CC2)C[C@H]1O. The orbital gap comes out at 10.0 eV. For the largest force on an atom, the calculation gives 0.2 eV Å⁻¹.

Each line ends with the Löwdin charge.
Positions of all 58 atoms, in Å:
C 0.5447 -2.3727 0.2842  -0.076
C 0.7959 -2.8063 -1.1459  -0.239
O -0.4068 -3.0130 -1.8781  -0.093
C -1.0503 -1.8570 -2.3361  -0.296
C -1.7169 -1.9887 -3.7115  -0.090
C -2.9118 -1.1773 -3.1684  -0.109
C -2.4490 -1.5022 -1.7359  -0.151
C -2.4838 -0.3761 -0.7340  -0.444
O -2.4412 0.7969 -1.0797  0.054
N -2.4867 -0.7587 0.5666  0.125
C -2.3300 0.1295 1.7047  -0.229
C -1.3595 1.2972 1.4826  -0.070
C -0.5206 1.4230 2.7910  -0.192
C 0.9120 1.0377 2.4464  -0.441
O 1.3969 -0.0437 2.7197  0.090
N 1.5813 1.9848 1.7231  0.142
C 2.7578 1.6577 0.9550  -0.457
C 2.5142 0.7542 -0.2332  -0.082
C 1.5905 1.3759 -1.2669  -0.221
O 1.7744 0.7158 -2.5027  -0.193
C 0.9197 1.2359 -3.4992  -0.108
C 3.7852 2.7462 0.8533  -0.065
C 4.0385 1.5381 1.7160  -0.058
C -1.1609 0.4509 3.7822  -0.081
C -1.7323 -0.6392 2.8870  -0.345
O -2.6368 -1.5416 3.4943  -0.004
H 1.4769 -2.3194 0.8487  0.082
H 0.0813 -1.3851 0.3210  0.052
H -0.1177 -3.0826 0.7841  0.087
H 1.4221 -2.0731 -1.6677  0.114
H 1.3140 -3.7653 -1.1665  0.120
H -0.3798 -0.9916 -2.2873  0.139
H -1.1752 -1.6072 -4.5758  0.104
H -1.9802 -3.0333 -3.8803  0.118
H -2.8104 -0.1091 -3.3532  0.107
H -3.9113 -1.5013 -3.4496  0.107
H -2.9050 -2.4160 -1.3501  0.154
H -2.5602 -1.7424 0.7724  0.143
H -3.3105 0.5184 2.0108  0.160
H -0.7154 1.0789 0.6347  0.085
H -1.8881 2.2135 1.2325  0.123
H -0.5266 2.4482 3.1652  0.144
H 1.0562 2.7955 1.4346  0.150
H 3.4709 0.5539 -0.7216  0.134
H 2.1216 -0.2024 0.1137  0.097
H 0.5357 1.3094 -0.9699  0.105
H 1.8282 2.4451 -1.3838  0.133
H 1.0754 0.6502 -4.4030  0.091
H -0.1327 1.1696 -3.1973  0.080
H 1.1532 2.2867 -3.7077  0.089
H 4.3217 2.8328 -0.0819  0.106
H 3.5787 3.6843 1.3504  0.103
H 3.9825 1.6606 2.7875  0.109
H 4.7514 0.8011 1.3740  0.109
H -0.4514 0.0554 4.5059  0.127
H -1.9745 0.9478 4.3212  0.128
H -0.9068 -1.2539 2.5223  0.141
H -3.3487 -1.0362 3.9020  0.094


Formula: C49H131N15O17
Source: OMol25
Level of theory: ωB97M-V/def2-TZVPD

Its LUMO energy is 0.3 eV. Its molar mass is 1202.68 g mol⁻¹. The relative energy (zero: lowest compared OMol25 entry of this formula, charge and spin) is 37.0 kJ/mol. The value obtained for the energy is -4045.64768 a.u. The SMILES is COC[C@H](C)N.COC[C@H](C)N.COC[C@H](C)N.COC[C@H](C)N.COCCNCCOC.COCCNCCOC.COCCNCCOC.COCCNCCOC.COCCNCCOC.NC(N)=O.NC(N)=O.NC(N)=O. The orbital gap comes out at 8.5 eV. For the largest force on an atom, the calculation gives 2.4 eV Å⁻¹.

Each line ends with the Löwdin charge.
Positions of all 212 atoms, in Å:
C 1.2964 0.3906 -1.9886  -0.111
O 0.8525 1.3119 -1.0294  -0.204
C -0.4800 1.2602 -0.5077  -0.160
C -0.4512 0.3396 0.6960  -0.398
C -0.4229 -1.1596 0.4481  -0.062
N -1.6190 0.5724 1.5817  0.054
H 1.4524 -0.5802 -1.5138  0.058
H 2.2306 0.6943 -2.4584  0.091
H 0.5560 0.2763 -2.7887  0.061
H -0.8672 2.2293 -0.1912  0.104
H -1.1177 0.9408 -1.3434  0.120
H 0.4276 0.5494 1.3100  0.134
H 0.4227 -1.5697 -0.1088  0.056
H -1.2854 -1.5043 -0.1368  0.076
H -0.4455 -1.7653 1.3557  0.062
H -1.6186 1.5684 1.7900  0.035
H -2.4822 0.4319 1.0582  0.040
C -0.7201 -3.6526 7.7486  -0.080
O 0.7063 -3.5717 7.6613  -0.187
C 1.2153 -3.7732 6.3535  -0.209
C 1.0645 -2.5908 5.4561  -0.462
C 1.4676 -2.8318 3.9998  -0.041
N 1.7892 -1.4056 5.9154  0.057
H -1.0977 -2.7479 7.2763  0.066
H -1.1251 -3.8177 8.7430  0.087
H -1.0648 -4.5227 7.1789  0.087
H 2.2940 -3.9713 6.3031  0.135
H 0.6537 -4.6400 5.9904  0.122
H -0.0175 -2.3883 5.3776  0.120
H 1.1204 -1.9515 3.4586  0.069
H 0.8728 -3.7194 3.7625  0.084
H 2.5383 -2.9449 3.8445  0.062
H 1.3945 -0.5410 5.5574  0.079
H 1.6662 -1.2520 6.9160  0.077
C -6.8656 5.1618 -0.6075  -0.096
O -6.1561 4.5847 -1.6888  -0.171
C -4.8001 4.9162 -1.6910  -0.255
C -4.0213 4.0554 -2.6553  -0.416
C -3.7730 2.7105 -1.9853  -0.052
N -2.7489 4.6862 -2.9312  0.048
H -6.8009 6.2456 -0.7422  0.087
H -6.4047 4.8861 0.3460  0.086
H -7.9079 4.8665 -0.5238  0.086
H -4.7173 5.9977 -1.9206  0.127
H -4.3735 4.8982 -0.6737  0.118
H -4.7696 3.8539 -3.4349  0.147
H -3.1733 2.8590 -1.0820  0.062
H -3.2662 2.0600 -2.7025  0.065
H -4.6303 2.1712 -1.5786  0.075
H -2.4095 4.5734 -3.8784  0.051
H -2.7937 5.6988 -2.8416  0.076
C -0.7865 5.3223 -7.6738  -0.117
O -0.7333 4.0040 -7.1492  -0.159
C -0.2732 4.0909 -5.8086  -0.219
C -0.0671 2.7373 -5.0951  -0.378
C -1.2220 1.7777 -5.3156  -0.049
N -0.0043 3.0724 -3.6516  0.068
H 0.1926 5.7379 -7.9199  0.090
H -1.3762 6.0311 -7.0871  0.087
H -1.3106 5.2444 -8.6288  0.088
H 0.6193 4.7223 -5.6755  0.124
H -0.9450 4.7589 -5.2452  0.095
H 0.9414 2.3578 -5.2860  0.134
H -2.1348 2.2254 -4.9198  0.077
H -1.0919 0.8455 -4.7592  0.054
H -1.3052 1.4728 -6.3598  0.075
H -0.3949 3.9860 -3.4790  0.033
H -0.5858 2.3421 -3.2615  0.042
C 6.8727 -7.7926 0.3038  -0.109
O 5.5524 -7.7953 -0.1674  -0.196
C 5.2902 -8.5915 -1.3018  -0.227
C 4.1182 -7.9600 -2.0398  -0.233
N 4.4307 -6.5851 -2.3656  -0.052
C 3.5281 -6.0178 -3.3718  -0.206
C 3.8598 -4.5518 -3.6472  -0.218
O 3.7122 -3.8488 -2.4317  -0.178
C 3.9007 -2.4703 -2.5143  -0.124
H 7.5618 -7.5139 -0.5042  0.088
H 7.1690 -8.7965 0.6273  0.087
H 7.0317 -7.0605 1.0916  0.072
H 4.9728 -9.5678 -0.9249  0.123
H 6.0907 -8.5719 -2.0464  0.123
H 3.2005 -8.1016 -1.4476  0.119
H 3.8900 -8.5307 -2.9440  0.118
H 4.3654 -5.9707 -1.5641  0.109
H 2.5019 -6.1279 -3.0013  0.122
H 3.5981 -6.5239 -4.3376  0.107
H 3.1129 -4.1914 -4.3695  0.113
H 4.8288 -4.3616 -4.1182  0.128
H 3.5315 -2.0347 -1.5819  0.056
H 3.5465 -1.9735 -3.4199  0.089
H 4.9308 -2.1109 -2.3495  0.092
C 3.1062 3.8755 -2.9040  -0.064
O 3.0582 5.1268 -2.1920  -0.196
C 1.7839 5.5981 -1.8785  -0.270
C 1.9320 6.8626 -1.0663  -0.168
N 0.7120 7.3087 -0.3447  -0.091
C -0.0784 8.3096 -1.0147  -0.211
C -0.9614 9.0839 -0.0405  -0.230
O -0.1921 10.0563 0.6442  -0.185
C -0.8896 10.8661 1.5561  -0.117
H 2.3823 3.2840 -2.3394  0.062
H 4.1268 3.5245 -2.7747  0.088
H 2.8393 4.0726 -3.9436  0.080
H 1.2232 4.9058 -1.2357  0.117
H 1.1566 5.7974 -2.7601  0.118
H 2.3107 7.7010 -1.6573  0.122
H 2.6708 6.5561 -0.3205  0.129
H 1.1000 7.6085 0.5402  0.116
H -0.7789 7.9078 -1.7469  0.117
H 0.5211 9.1507 -1.3922  0.128
H -1.3336 8.3391 0.6749  0.119
H -1.7921 9.5230 -0.5954  0.125
H -0.1484 11.3481 2.1850  0.089
H -1.5601 10.2774 2.1987  0.085
H -1.6198 11.5691 1.1401  0.086
C 0.1632 -1.9421 -4.8203  -0.079
O 1.2454 -1.6397 -5.7083  -0.200
C 0.8050 -1.0575 -6.9290  -0.215
C 0.5062 -2.1460 -7.9674  -0.200
N 1.7845 -2.7733 -8.3455  -0.069
C 1.6613 -3.9419 -9.2584  -0.183
C 0.6128 -4.9716 -8.7690  -0.252
O 0.8582 -5.5848 -7.5452  -0.182
C 1.9996 -6.4067 -7.4458  -0.100
H 0.6493 -2.4628 -3.9949  0.090
H -0.6867 -2.4553 -5.2654  0.093
H -0.1074 -0.9722 -4.3935  0.046
H 1.6340 -0.4837 -7.3462  0.123
H -0.0612 -0.4010 -6.8322  0.099
H -0.0205 -1.8335 -8.8670  0.127
H 0.0330 -2.9379 -7.3700  0.099
H 2.1941 -3.0494 -7.4588  0.093
H 2.6266 -4.4329 -9.3792  0.104
H 1.4080 -3.5134 -10.2277  0.112
H 0.5416 -5.7058 -9.5837  0.119
H -0.3438 -4.4566 -8.7300  0.108
H 2.0582 -6.9924 -6.5330  0.080
H 2.8494 -5.7108 -7.4031  0.081
H 2.1571 -7.0307 -8.3303  0.092
C 8.1319 -4.4419 2.6950  -0.128
O 8.1568 -3.5754 3.7765  -0.182
C 7.3536 -3.9085 4.8672  -0.236
C 7.0294 -2.5784 5.6023  -0.193
N 6.4238 -1.5722 4.7267  -0.068
C 5.0483 -1.9237 4.3525  -0.217
C 4.4267 -0.8371 3.4722  -0.221
O 4.3559 -1.3635 2.1551  -0.226
C 3.6951 -0.5738 1.1459  -0.055
H 8.7668 -4.1200 1.8720  0.089
H 7.1080 -4.5575 2.3055  0.087
H 8.4147 -5.4740 2.9558  0.085
H 7.8982 -4.5192 5.6005  0.117
H 6.4566 -4.5077 4.6829  0.115
H 7.9818 -2.1169 5.8777  0.110
H 6.4852 -2.6605 6.5422  0.117
H 6.9577 -1.5627 3.8623  0.103
H 4.4664 -1.9552 5.2773  0.100
H 4.9517 -2.9020 3.8702  0.108
H 5.0860 0.0339 3.5518  0.119
H 3.4258 -0.5439 3.7965  0.097
H 2.6468 -0.7638 1.3902  0.074
H 3.9270 -1.0621 0.2059  0.061
H 4.0277 0.4576 1.2461  0.094
C -2.9815 -2.1717 3.8759  -0.108
O -2.8965 -2.2330 5.2975  -0.205
C -3.2430 -1.0177 5.9368  -0.211
C -4.7238 -0.6543 5.8050  -0.199
N -5.5012 -1.1826 6.9329  -0.045
C -6.8591 -0.7086 6.9380  -0.236
C -7.8460 -1.7979 7.3779  -0.232
O -7.8368 -2.7907 6.3846  -0.183
C -9.0083 -3.5514 6.3389  -0.136
H -3.9710 -2.2337 3.4201  0.071
H -2.3377 -2.9739 3.5149  0.082
H -2.5075 -1.2652 3.4825  0.067
H -2.6082 -0.1694 5.6549  0.106
H -3.0031 -1.2117 6.9844  0.117
H -5.1632 -0.8661 4.8213  0.107
H -4.7512 0.4408 5.7697  0.115
H -5.4688 -2.1921 6.8858  0.111
H -7.1822 -0.3614 5.9428  0.112
H -7.0939 0.2024 7.5062  0.115
H -8.7868 -1.2355 7.4353  0.120
H -7.5868 -2.2264 8.3525  0.129
H -9.1826 -4.0332 7.3098  0.088
H -8.8791 -4.3555 5.6104  0.085
H -9.9744 -3.1217 6.0453  0.085
N -3.1213 4.3943 4.8294  0.150
C -2.6981 3.1088 4.7431  -0.689
N -3.0205 2.4840 3.5725  0.160
O -2.1633 2.5240 5.6834  0.000
H -3.6420 4.7958 4.0718  0.091
H -2.8280 4.9601 5.6021  0.100
H -2.6755 1.5427 3.4876  0.071
H -3.3232 3.0084 2.7731  0.058
N -6.5696 -0.2558 1.2585  0.160
C -5.3571 -0.4593 0.6532  -0.655
N -5.2347 -1.6618 0.0237  0.159
O -4.5260 0.4293 0.4891  0.004
H -6.8381 0.6383 1.6173  0.103
H -7.0953 -1.0832 1.4689  0.089
H -4.4476 -1.8114 -0.5760  0.104
H -5.8731 -2.3819 0.3052  0.093
N -0.6233 5.3077 1.8746  0.172
C -1.5125 4.7911 0.9711  -0.650
N -1.4350 5.3258 -0.2692  0.188
O -2.2460 3.8459 1.2865  -0.029
H 0.1677 5.8349 1.5716  0.069
H -0.7674 4.9492 2.8037  0.099
H -2.1608 5.0981 -0.9287  0.048
H -0.6889 6.0363 -0.3785  0.051


Formula: C6H10O
Source: OMol25
Level of theory: ωB97M-V/def2-TZVPD

Its LUMO energy is 1.1 eV. Its molar mass is 98.14 g mol⁻¹. The relative energy (zero: lowest compared OMol25 entry of this formula, charge and spin) is 83.7 kJ/mol. The value obtained for the energy is -309.81048 a.u. The SMILES is C[C@H]1CC=CCO1. The orbital gap comes out at 10.2 eV. For the largest force on an atom, the calculation gives 0.7 eV Å⁻¹.

Each line ends with the Löwdin charge.
Positions of all 17 atoms, in Å:
C 2.0144 -0.4012 -0.3266  -0.050
C 0.7913 -0.3989 0.5819  -0.391
C 0.1762 1.0070 0.5960  -0.151
C -1.3195 1.0341 0.7028  -0.088
C -1.9423 0.2271 -0.1469  -0.086
C -1.1884 -0.9608 -0.6836  -0.202
O -0.1503 -1.3858 0.1819  -0.113
H 2.7429 0.3346 0.0329  0.085
H 1.7200 -0.1086 -1.3415  0.080
H 2.4919 -1.3835 -0.3708  0.081
H 1.0850 -0.6947 1.5964  0.146
H 0.3419 1.4180 -0.4078  0.117
H 0.6864 1.6788 1.2855  0.117
H -1.8271 1.8175 1.2574  0.101
H -2.9363 0.4300 -0.5212  0.102
H -1.8802 -1.8086 -0.7300  0.125
H -0.8060 -0.8048 -1.7064  0.126